Entry 1:
Density functional theory data (wB97M-V/def2-TZVPD) for a molecular structure, C34H39KN6O2S2Sb.

Highest occupied orbital energy in eV: -4.7
DFT total energy in a.u.: -3434.6502
E_LUMO in eV: 1.83
Strongest force on any atom in hartree/bohr: 0.0143
2S+1: 1
Charge: -1

Geometry as XYZ:
```
85
C34H39KN6O2S2Sb wB97M-V/def2-TZVPD
Sb -2.79356 -0.11569 -0.01578
K 0.94306 -0.48188 0.98291
S 0.85049 -4.90600 -0.36103
S 0.31471 -3.05882 2.39461
O -0.43360 -2.36668 3.41691
O 1.71088 -2.65916 2.26003
N 0.28033 3.04914 0.83235
N 3.60485 0.43852 0.39421
N 4.26391 0.76867 -6.85965
N -0.15779 -2.71068 -1.24602
N -0.49028 -2.93494 1.05760
N 0.37919 -8.87696 3.69784
C -5.61968 -0.87996 1.26588
C -3.62866 -2.70928 -1.33981
C 2.81910 1.57206 0.58280
C 0.00837 -3.38280 -0.12834
C -0.82708 -6.84873 3.12361
C -3.57813 -1.79912 2.40050
C 2.14384 2.17183 -0.48922
C 3.96468 1.91735 -2.18936
C 0.35717 -4.78189 2.82305
C 4.39382 1.63875 -3.47272
C 3.97357 0.06157 1.60402
C 1.56577 -6.78288 3.36305
C 1.69233 1.50530 -2.85187
C -4.93136 2.25468 -0.31636
C -3.64054 -1.21946 -1.69462
C 3.91134 0.99442 -5.78847
C 2.11166 1.20943 -4.13734
C 3.46594 1.28363 -4.45252
C 1.02121 2.99818 -0.33952
C -0.49008 4.62493 -0.63802
C 0.37647 -3.39030 -2.31448
C 0.37670 -7.50927 3.38086
C 2.73464 1.88584 1.97541
C -4.15638 -0.62196 1.61188
C 3.47452 0.92659 2.62418
C 2.60941 1.86673 -1.86653
C -0.60213 4.01145 0.64534
C 1.55495 -5.42602 3.08202
C 0.96746 -4.57783 -2.05008
C -3.44951 1.91726 -0.44872
C -0.83433 -5.49621 2.84288
C -4.99140 -0.78101 -2.25375
C -2.88158 2.33270 -1.80683
C 0.53012 3.96287 -1.27641
H -2.55911 -1.62267 2.73814
H -1.79720 2.19728 -1.84194
H 0.31655 -2.94785 -3.29929
H 0.64289 1.44321 -2.59325
H 1.25095 -9.33891 3.48743
H 3.64641 0.83205 3.68560
H 5.44463 1.68345 -3.72534
H -4.37040 -2.94234 -0.57254
H -3.86902 -3.31645 -2.22034
H -4.10183 0.27387 2.24115
H -5.09758 3.32039 -0.51546
H -1.33310 4.24861 1.40985
H 2.50520 -7.28743 3.56032
H -5.72589 -1.78413 0.66361
H -6.07706 -0.05919 0.71552
H 0.93193 4.15630 -2.26002
H 2.17349 2.70349 2.39310
H -5.26533 -1.40783 -3.11153
H -2.64866 -3.02254 -0.97328
H 1.39820 0.91525 -4.89521
H -0.39837 -9.38419 3.30303
H -4.19898 -2.00827 3.28060
H -6.20182 -1.03823 2.18180
H -1.75723 -7.40591 3.13620
H -4.98101 0.25344 -2.59433
H 4.55290 -0.84153 1.75060
H -5.78796 -0.87667 -1.51572
H -5.54929 1.69235 -1.01905
H -2.88301 -1.06592 -2.47006
H -1.09105 5.43415 -1.02567
H 1.46152 -5.23869 -2.74231
H 2.47639 -4.85961 3.03882
H -2.90371 2.48458 0.30886
H -5.30309 2.04823 0.68900
H -3.55682 -2.70593 1.78851
H 4.67666 2.16634 -1.41486
H -1.76406 -4.98484 2.61993
H -3.32428 1.76247 -2.62712
H -3.07094 3.39435 -1.99720
```


Entry 2:
Density functional theory data (wB97M-V/def2-TZVPD) for 2 unconnected molecules or ions with the total composition C2H2N3O2 in a non-equilibrium geometry.

Energy above the lowest of the compared OMol25 structures with the same formula, charge and spin in kcal per mole: 12.3
Highest occupied orbital energy (alpha / beta) in eV: -13.6 / -16.6
DFT total energy in a.u.: -391.6233
E_LUMO (alpha / beta) in eV: -5.12 / -9.62
Strongest force on any atom in hartree/bohr: 0.1305
2S+1: 3
Charge: +1

Geometry as XYZ:
```
9
C2H2N3O2 wB97M-V/def2-TZVPD
O -2.45901 -0.82279 -0.00654
O 3.86577 -0.98303 0.00652
N 1.51109 1.23118 -0.00708
N -1.19182 -0.50157 -0.01031
N 0.41160 1.05933 -0.00293
C 2.84623 -0.53022 0.00470
C -0.87535 0.75213 0.00831
H -1.56987 1.59761 0.02951
H -2.53863 -1.80265 -0.02218
```


Entry 3:
Density functional theory data (wB97M-V/def2-TZVPD) for a molecular structure, C4H7NO.

Energy above the lowest of the compared OMol25 structures with the same formula, charge and spin in kcal per mole: 127.4
Highest occupied orbital energy in eV: -8.3
DFT total energy in a.u.: -286.4287
E_LUMO in eV: 0.89
Strongest force on any atom in hartree/bohr: 0.0113
2S+1: 1

Geometry as XYZ:
```
13
C4H7NO wB97M-V/def2-TZVPD
O -0.89535 -1.65209 -0.60260
N -1.41730 0.58561 -0.13668
C 0.88953 1.28528 0.59163
C -0.04997 -1.26564 0.47739
C -1.09284 -0.33757 -1.08938
C -0.11027 0.25604 0.15792
H 0.89189 2.13048 -0.09824
H 0.54467 1.65824 1.56359
H -0.46812 -1.49970 1.46020
H 1.89669 0.87608 0.69748
H 0.27649 -0.08012 -1.23594
H 0.93779 -1.71942 0.34462
H -1.40320 -0.23720 -2.13002
```


Entry 4:
Density functional theory data (wB97M-V/def2-TZVPD) for 9 unconnected molecules or ions with the total composition C25H41ClO34S9 in a non-equilibrium geometry.

Highest occupied orbital energy in eV: -8.4
DFT total energy in a.u.: -7578.5884
E_LUMO in eV: -1.85
Structure (SMILES): O=C1C=CC(=O)C(CCCS)=C1Cl.O=S1(=O)OCCO1.O=S1(=O)OCCO1.O=S1(=O)OCCO1.O=S1(=O)OCCO1.O=S1(=O)OCCO1.O=S1(=O)OCCO1.O=S1(=O)OCCO1.O=S1(=O)OCCO1
Strongest force on any atom in hartree/bohr: 0.1670
2S+1: 1

Geometry as XYZ:
```
110
C25H41ClO34S9 wB97M-V/def2-TZVPD
Cl 3.24427 -2.50677 1.50356
S -2.30438 -2.69220 -2.64206
S -2.15124 1.61267 -0.80319
S -0.78987 3.46254 -4.37622
S -10.79825 3.99170 -2.54186
S 10.69271 -2.14981 3.15177
S -5.23373 0.46183 0.70401
S 13.47741 -0.52294 0.78183
S -8.46893 1.81911 2.38974
S -0.59825 -4.78866 2.56921
O -0.30543 -4.32268 4.10464
O 9.34648 -1.31273 2.76788
O 12.37785 -1.38382 1.15730
O -9.62265 2.86728 -2.64929
O 0.57735 -5.91308 2.46178
O -12.07508 3.31353 -2.57187
O 11.83440 -1.28565 2.94952
O 6.24419 -1.37677 -0.04440
O -0.84530 2.39216 -3.40548
O 12.88138 0.96700 0.49422
O -0.26826 -3.69256 1.68825
O 14.68016 -0.39275 1.57104
O 13.90273 -0.88016 -0.75177
O -5.59165 1.15243 -0.51504
O -2.29086 4.07957 -4.53971
O -6.60660 -0.04916 1.42133
O -2.17570 -3.90002 -3.72950
O -7.79442 3.07787 2.16235
O -3.36048 -1.80248 -3.06567
O -8.21546 1.37859 3.93962
O -4.37830 1.04003 1.71412
O -8.27812 0.66061 1.54839
O 10.63727 -3.21583 1.91952
O 10.45238 -2.86061 4.38604
O -1.87508 -5.46683 2.53920
O -0.87171 -1.97626 -2.95077
O -0.21564 3.30294 -5.69197
O -10.46826 5.08779 -3.42282
O -10.50543 4.45767 -1.00643
O 2.61448 1.28940 -2.46604
O -10.06766 2.11387 2.51260
O -4.64592 -1.00514 0.30353
O -0.10464 4.75941 -3.66455
O -2.24420 -3.26950 -1.31759
C -1.00966 5.86119 -3.71140
C -5.43448 -2.01911 0.92420
C 13.27867 0.04985 -1.63405
C 0.93420 -0.57156 -0.12695
C 0.54079 -5.28628 4.72768
C -1.04407 -3.66778 -4.56657
C 5.38792 1.12796 0.16308
C 13.19066 1.35282 -0.84395
C -8.77561 2.95394 -1.50464
C 4.30226 1.92484 -0.53758
C -9.65921 3.49408 -0.38339
C -2.40499 5.24261 -3.72294
C -0.30103 1.86105 -0.59260
C 8.96469 -1.63653 1.43290
C 0.27505 0.81605 0.53382
C 3.63936 -1.04455 0.40261
C -6.82779 -1.41517 1.07802
C 2.55063 -0.24408 -0.28989
C 3.07870 1.02690 -1.24137
C 5.21595 -0.53637 0.16729
C -10.53844 1.66214 3.78126
C -0.06260 -2.86897 -3.71314
C -9.34140 1.76923 4.72220
C 9.39128 -3.08882 1.23647
C 1.42439 -5.82642 3.60643
H 9.50759 -3.34566 0.18017
H 0.17987 1.76086 -1.65469
H -10.86321 0.62221 3.67346
H 14.15352 1.87372 -0.83434
H -2.70233 4.92221 -2.71882
H -10.29480 2.70504 0.03228
H 12.28136 -0.33197 -1.87676
H 1.84242 -6.80767 3.84659
H 0.75068 -1.40809 0.70189
H -4.99267 -2.24448 1.90019
H 0.47248 -3.52033 -3.01404
H 0.65931 -2.31448 -4.31743
H -0.51730 0.57376 1.37807
H 0.41461 -0.88185 -1.13154
H -8.35758 1.97269 -1.26448
H -1.37527 -3.08743 -5.43378
H -11.38157 2.27306 4.11469
H -3.15915 5.92348 -4.12472
H -0.81861 6.41994 -4.63328
H -7.96194 3.64926 -1.73490
H -0.61930 -4.61649 -4.90538
H 13.85919 0.15853 -2.55326
H -0.85619 6.51757 -2.85065
H -0.04139 2.96244 -0.21422
H -5.44235 -2.92452 0.31147
H 1.12159 -4.82723 5.53125
H -7.37522 -1.44068 0.12986
H 8.67660 -3.77581 1.70106
H 4.27536 3.09283 -0.59553
H -0.09480 -6.07532 5.14335
H -9.44269 1.12644 5.59988
H -7.41612 -1.91647 1.85025
H -9.07841 3.95313 0.42018
H -2.31317 1.29577 -2.18764
H 6.27579 1.66530 0.71227
H 2.23806 -5.13110 3.37617
H 12.41984 2.02188 -1.23569
H 1.17504 1.36324 1.09087
H -9.18545 2.80395 5.04527
H 7.89013 -1.49565 1.29420
H 9.50925 -0.97073 0.75504
```